Molecular formula: C3H7P
Method: DFT, ωB97M-V with the def2-TZVPD basis set

The geometry in ORCA input format:
```
! wB97M-V def2-TZVPD RIJCOSX def2/J DEFGRID3
* xyz 0 1
C 0.520 0.559 1.421
C -0.012 -0.888 -1.132
H -1.035 1.057 -0.646
H -1.135 -2.298 0.556
H 1.379 0.871 1.998
H 0.316 -0.354 2.001
C -0.380 0.503 -1.318
H -0.041 -1.665 -1.835
H -0.477 0.871 -2.352
H -0.291 1.165 1.603
P 1.155 0.179 -0.296
*
```

Highest occupied orbital energy (alpha / beta): -0.3359 / -0.3010 Ha
Total energy: -12507.311 eV
Kohn-Sham gap (alpha / beta): 8.93 / 7.88 eV
Lowest unoccupied orbital energy (alpha / beta): -0.208 / -0.314 eV
ΔE to the lowest compared entry with this formula, charge and spin: 460.3 kJ/mol



Molecular formula: C3H7PS2
Method: DFT, ωB97M-V with the def2-TZVPD basis set

The geometry in ORCA input format:
```
! wB97M-V def2-TZVPD RIJCOSX def2/J DEFGRID3
* xyz 0 1
H -1.957 0.778 3.177
P 0.740 0.839 0.256
C -1.792 0.823 2.060
H 1.867 0.115 0.574
C 1.444 -1.129 -1.997
H -1.544 1.926 1.944
H -2.566 0.323 1.440
S -0.438 -0.367 1.703
H 2.479 -1.123 -1.616
H 1.081 -2.064 -2.378
H -0.768 -0.446 -1.273
S 1.127 0.451 -2.695
C 0.326 -0.126 -1.197
*
```

Highest occupied orbital energy: -0.3227 Ha
Total energy: -34181.970 eV
Kohn-Sham gap: 9.50 eV
Lowest unoccupied orbital energy: 0.719 eV
ΔE to the lowest compared entry with this formula, charge and spin: 94.2 kJ/mol
Structure (SMILES): CSP[C@@H]1CS1



Molecular formula: C3H7S
Method: DFT, ωB97M-V with the def2-TZVPD basis set

The geometry in ORCA input format:
```
! wB97M-V def2-TZVPD RIJCOSX def2/J DEFGRID3
* xyz -1 1
H -2.263 0.104 2.146
H -0.475 1.042 -0.163
H 0.149 -1.222 0.938
H -0.763 -1.893 2.278
H 2.530 -0.252 -0.766
C -1.225 1.042 0.622
C -0.874 -1.403 1.298
H -1.209 -2.081 0.513
C -1.532 -0.050 1.341
H -1.707 1.909 1.068
S 1.574 0.244 -1.551
*
```

Highest occupied orbital energy: -0.0946 Ha
Total energy: -14059.663 eV
Kohn-Sham gap: 6.67 eV
Lowest unoccupied orbital energy: 4.092 eV
ΔE to the lowest compared entry with this formula, charge and spin: 76.9 kJ/mol



Molecular formula: C3H8BN2O3
Method: DFT, ωB97M-V with the def2-TZVPD basis set

The geometry in ORCA input format:
```
! wB97M-V def2-TZVPD RIJCOSX def2/J DEFGRID3
* xyz 1 1
O 1.347 -0.880 -0.229
N -1.176 -0.745 0.240
O 0.661 0.176 1.692
H 0.928 0.750 2.457
H -1.701 1.974 -1.356
O 2.961 -0.256 1.407
C -1.430 0.828 -1.348
H 0.414 1.220 -0.627
C 0.171 -0.693 -0.682
C -1.971 0.121 -0.191
H -0.107 -1.510 -1.380
H -1.559 0.346 -2.296
H 3.754 -0.628 1.060
H -1.227 -1.352 1.057
N 0.018 0.575 -1.194
B 1.727 -0.317 0.955
H -2.811 0.389 0.436
*
```

Highest occupied orbital energy: -0.5402 Ha
Total energy: -13035.585 eV
Kohn-Sham gap: 10.43 eV
Lowest unoccupied orbital energy: -4.265 eV
ΔE to the lowest compared entry with this formula, charge and spin: 0.0 kJ/mol
Structure (SMILES): OB(O)O[C@@H]1NCC=[NH+]1



Molecular formula: C3H8BNO
Method: DFT, ωB97M-V with the def2-TZVPD basis set

The geometry in ORCA input format:
```
! wB97M-V def2-TZVPD RIJCOSX def2/J DEFGRID3
* xyz 0 3
H 1.627 -1.965 -0.256
B -1.547 1.004 0.017
H -2.103 1.097 1.035
H -2.128 0.948 -0.932
H 2.028 1.071 -0.058
H -1.232 -1.438 -0.102
C -0.241 -1.284 0.326
H -0.163 -1.768 1.327
H 0.809 1.694 -1.236
H 0.054 0.857 1.555
C -0.047 0.695 0.520
C 1.023 0.911 -0.442
O 1.107 -0.348 -1.215
N 0.812 -1.474 -0.540
*
```

⟨S²⟩: 2.007
Highest occupied orbital energy (alpha / beta): -0.1738 / -0.3493 Ha
Total energy: -7446.076 eV
Kohn-Sham gap (alpha / beta): 5.27 / 6.62 eV
Lowest unoccupied orbital energy (alpha / beta): 0.537 / -2.886 eV
ΔE to the lowest compared entry with this formula, charge and spin: 602.8 kJ/mol



Molecular formula: C3H8BNO2
Method: DFT, ωB97M-V with the def2-TZVPD basis set

The geometry in ORCA input format:
```
! wB97M-V def2-TZVPD RIJCOSX def2/J DEFGRID3
* xyz 0 1
H -1.271 1.226 0.775
O -1.582 -1.240 -3.279
C -0.857 0.813 -0.085
N 1.085 0.172 -1.257
O 0.174 -2.766 -2.342
H 0.080 -3.601 -1.756
H 0.575 -0.426 -1.901
H 1.963 -0.942 1.018
C 0.430 0.031 -0.002
H -1.606 0.245 -0.564
H 2.017 -0.150 -1.234
C 0.921 -0.576 1.059
H 0.544 -0.852 2.100
B -0.842 -2.081 -2.855
H -0.615 1.654 -0.702
*
```

Highest occupied orbital energy: -0.3207 Ha
Total energy: -9502.972 eV
Kohn-Sham gap: 8.53 eV
Lowest unoccupied orbital energy: -0.200 eV
ΔE to the lowest compared entry with this formula, charge and spin: 159.7 kJ/mol
Structure (SMILES): C=C(C)N.O=BO



Molecular formula: C3H8BO2
Method: DFT, ωB97M-V with the def2-TZVPD basis set

The geometry in ORCA input format:
```
! wB97M-V def2-TZVPD RIJCOSX def2/J DEFGRID3
* xyz -1 1
H 1.496 -0.098 1.062
C 0.561 -0.182 0.484
H 0.318 0.118 -1.667
O -0.495 0.334 1.239
C 0.642 0.709 -0.788
O -0.195 1.794 -0.564
H -2.089 0.590 -0.359
C 0.343 -1.652 0.141
H -0.604 -1.750 -0.395
H 0.298 -2.261 1.048
H -1.829 2.137 0.956
H 1.669 1.046 -0.986
H 1.151 -2.033 -0.496
B -1.267 1.248 0.326
*
```

Highest occupied orbital energy: -0.1302 Ha
Total energy: -8013.997 eV
Kohn-Sham gap: 7.77 eV
Lowest unoccupied orbital energy: 4.225 eV
ΔE to the lowest compared entry with this formula, charge and spin: 0.0 kJ/mol



Molecular formula: C3H8BrO3P
Method: DFT, ωB97M-V with the def2-TZVPD basis set

The geometry in ORCA input format:
```
! wB97M-V def2-TZVPD RIJCOSX def2/J DEFGRID3
* xyz 0 1
C 1.664 0.547 0.991
H -3.942 0.615 -0.086
O -3.521 0.072 -0.685
H 1.681 1.064 -1.658
O -2.749 -1.795 0.589
H -2.323 -2.042 1.436
P -2.123 -0.490 -0.111
H 2.208 1.460 0.454
H 0.675 -0.550 -2.233
H 0.784 0.785 1.539
H -1.805 -0.975 -1.396
C 1.249 0.085 -1.448
C 1.270 -0.346 -0.197
H 2.219 -0.021 1.642
Br 0.593 -2.167 0.136
O -1.279 0.369 0.702
*
```

Highest occupied orbital energy: -0.3485 Ha
Total energy: -88715.371 eV
Kohn-Sham gap: 10.05 eV
Lowest unoccupied orbital energy: 0.566 eV
ΔE to the lowest compared entry with this formula, charge and spin: 0.0 kJ/mol
Structure (SMILES): O=[PH](O)O.C=C(C)Br



Molecular formula: C3H8Cl2Hg2O2
Method: DFT, ωB97M-V with the def2-TZVPD basis set

The geometry in ORCA input format:
```
! wB97M-V def2-TZVPD RIJCOSX def2/J DEFGRID3
* xyz 2 1
Hg 1.124 -1.686 0.303
H -5.076 -1.281 -0.006
Cl -4.214 -0.786 -2.104
H -1.639 0.539 1.108
O 0.264 0.503 0.207
C -4.310 -0.588 -0.354
H 5.040 -0.189 -1.126
Hg 2.012 1.756 -0.805
H 4.631 -1.756 -0.331
H -3.378 -0.828 0.156
C -0.748 1.120 0.869
O 3.057 -0.329 -0.405
Cl -4.667 1.122 0.094
C 4.413 -0.689 -0.388
H -1.012 2.060 0.385
H 4.822 -0.311 0.549
H -0.319 1.343 1.846
*
```

Highest occupied orbital energy: -0.5758 Ha
Total energy: -40704.785 eV
Kohn-Sham gap: 2.67 eV
Lowest unoccupied orbital energy: -13.000 eV
ΔE to the lowest compared entry with this formula, charge and spin: 212.3 kJ/mol



Molecular formula: C3H8Cl2N2
Method: DFT, ωB97M-V with the def2-TZVPD basis set

The geometry in ORCA input format:
```
! wB97M-V def2-TZVPD RIJCOSX def2/J DEFGRID3
* xyz 0 1
C -0.416 0.971 -1.024
C 1.672 0.169 0.931
Cl 2.624 1.191 -0.144
H -0.121 0.556 -2.087
H -1.342 1.393 -1.031
H 2.403 -0.586 1.430
Cl 1.030 -2.097 -0.434
H -1.958 -0.865 1.282
H -1.398 -1.730 -0.328
C -1.716 -0.769 0.176
H 0.352 1.700 -0.760
H 1.399 0.854 1.768
H -2.578 -0.343 -0.404
N 0.577 -0.527 0.522
N -0.527 0.081 0.104
*
```

Highest occupied orbital energy: -0.3276 Ha
Total energy: -31263.040 eV
Kohn-Sham gap: 9.28 eV
Lowest unoccupied orbital energy: 0.369 eV
ΔE to the lowest compared entry with this formula, charge and spin: 290.8 kJ/mol
Structure (SMILES): CN(C)N(Cl)CCl



Molecular formula: C3H8Cl2NP
Method: DFT, ωB97M-V with the def2-TZVPD basis set

The geometry in ORCA input format:
```
! wB97M-V def2-TZVPD RIJCOSX def2/J DEFGRID3
* xyz 0 1
H -1.870 -1.628 0.239
Cl 1.989 -1.803 0.570
H 1.486 2.161 -0.199
H -0.865 -2.414 -1.125
P 1.158 -0.289 -0.776
H -2.096 -1.000 -1.486
C 1.806 1.208 0.186
C -1.164 0.615 0.429
N -0.404 -0.454 -0.213
H -1.631 0.301 1.280
H 1.720 1.230 1.215
Cl 3.641 1.238 -0.014
H -2.004 0.783 -0.134
H -0.510 1.461 0.780
C -1.256 -1.408 -0.751
*
```

Highest occupied orbital energy: -0.3225 Ha
Total energy: -39063.726 eV
Kohn-Sham gap: 9.29 eV
Lowest unoccupied orbital energy: 0.513 eV
ΔE to the lowest compared entry with this formula, charge and spin: 74.1 kJ/mol
Structure (SMILES): CN(C)P(Cl)CCl



Molecular formula: C3H8Cl2NP
Method: DFT, ωB97M-V with the def2-TZVPD basis set

The geometry in ORCA input format:
```
! wB97M-V def2-TZVPD RIJCOSX def2/J DEFGRID3
* xyz 0 1
H -0.384 2.233 0.012
C -0.514 -0.095 0.571
H 0.108 0.449 2.051
H 2.323 0.824 -0.050
H 0.091 -0.862 -1.379
H 1.186 -1.527 -0.007
P -1.487 1.228 -0.151
Cl -0.662 -2.499 1.551
C 1.632 0.479 -0.921
H -2.184 1.654 1.016
H 1.232 1.333 -1.341
H 2.185 -0.098 -1.623
Cl -2.585 -1.411 -0.365
N -1.504 -1.112 1.007
C 0.562 -0.596 -0.372
*
```

Highest occupied orbital energy: -0.3396 Ha
Total energy: -39058.874 eV
Kohn-Sham gap: 9.07 eV
Lowest unoccupied orbital energy: -0.171 eV
ΔE to the lowest compared entry with this formula, charge and spin: 542.2 kJ/mol



Molecular formula: C3H8ClISi
Method: DFT, ωB97M-V with the def2-TZVPD basis set

The geometry in ORCA input format:
```
! wB97M-V def2-TZVPD RIJCOSX def2/J DEFGRID3
* xyz 0 1
I -3.977 0.827 0.112
H -2.053 -0.724 -2.057
H -0.536 1.513 0.379
C 0.905 -0.042 -0.432
H 0.871 -1.083 -0.530
Cl -2.089 -2.366 0.162
H 0.908 0.312 -1.436
C 2.026 0.393 0.578
H -0.474 0.000 1.150
H 2.508 -0.594 0.961
Si -2.005 -0.495 -0.601
C -0.390 0.414 0.209
H 2.893 0.890 0.175
H 1.414 0.955 1.330
*
```

Highest occupied orbital energy: -0.3550 Ha
Total energy: -31743.184 eV
Kohn-Sham gap: 10.20 eV
Lowest unoccupied orbital energy: 0.542 eV
ΔE to the lowest compared entry with this formula, charge and spin: 64.7 kJ/mol
Structure (SMILES): CCC[Si@@H](Cl)I



Molecular formula: C3H8ClN
Method: DFT, ωB97M-V with the def2-TZVPD basis set

The geometry in ORCA input format:
```
! wB97M-V def2-TZVPD RIJCOSX def2/J DEFGRID3
* xyz 0 1
H -0.854 2.152 -0.530
H 0.420 1.146 -1.306
H -0.718 0.768 1.612
H 1.933 0.310 -0.952
H 0.868 -1.385 1.218
H 1.202 -1.181 -1.265
Cl -1.423 -0.550 -0.162
C 0.048 1.560 -0.297
H 0.766 2.214 0.184
C -0.192 0.478 0.639
H 1.848 0.010 1.456
C 1.132 -0.392 0.700
N 1.829 -0.651 -0.558
*
```

Highest occupied orbital energy: -0.3612 Ha
Total energy: -17252.732 eV
Kohn-Sham gap: 10.79 eV
Lowest unoccupied orbital energy: 0.960 eV
ΔE to the lowest compared entry with this formula, charge and spin: 22.0 kJ/mol
Structure (SMILES): C[C@@H](Cl)CN



Molecular formula: C3H8ClN2
Method: DFT, ωB97M-V with the def2-TZVPD basis set

The geometry in ORCA input format:
```
! wB97M-V def2-TZVPD RIJCOSX def2/J DEFGRID3
* xyz 1 1
N -0.230 0.227 -1.062
H 0.363 -0.996 1.792
H 1.482 -0.155 -2.198
C -0.166 -0.110 0.206
H 0.934 -1.912 0.591
N 0.534 -0.983 0.783
H -0.549 2.257 1.621
H 0.260 -1.525 -2.240
C 0.434 -0.433 -2.207
H 0.135 -0.121 -3.236
Cl 0.142 0.622 3.162
H -0.597 1.079 -1.239
C -0.891 1.248 2.003
H -1.849 0.802 2.023
*
```

Highest occupied orbital energy: -0.5321 Ha
Total energy: -18733.800 eV
Kohn-Sham gap: 9.68 eV
Lowest unoccupied orbital energy: -4.803 eV
ΔE to the lowest compared entry with this formula, charge and spin: 283.5 kJ/mol



Molecular formula: C3H8F3O5STl
Method: DFT, ωB97M-V with the def2-TZVPD basis set

The geometry in ORCA input format:
```
! wB97M-V def2-TZVPD RIJCOSX def2/J DEFGRID3
* xyz 2 1
O -2.155 -0.054 -0.885
O 2.647 -0.820 -0.486
H -3.876 1.591 2.451
C -3.559 0.090 -0.671
H -3.047 2.420 1.149
O 4.827 -0.958 0.756
F 6.068 -2.038 -1.922
O -1.856 1.125 2.247
H -1.769 0.947 3.197
C 4.970 -1.415 -2.047
C -2.928 2.066 2.170
F 4.188 -1.843 -2.945
H -4.015 0.963 -1.146
O 3.778 -2.963 -0.216
H -2.836 2.945 2.811
S 3.935 -1.507 -0.245
Tl 0.338 0.359 0.512
F 5.168 -0.142 -2.100
H -4.011 -0.784 -1.159
H -2.012 -0.076 -1.842
H -3.856 0.093 0.372
*
```

Highest occupied orbital energy: -0.6212 Ha
Total energy: -37134.438 eV
Kohn-Sham gap: 2.43 eV
Lowest unoccupied orbital energy: -14.471 eV
ΔE to the lowest compared entry with this formula, charge and spin: 0.0 kJ/mol



Molecular formula: C3H8FN
Method: DFT, ωB97M-V with the def2-TZVPD basis set

The geometry in ORCA input format:
```
! wB97M-V def2-TZVPD RIJCOSX def2/J DEFGRID3
* xyz 0 1
H -0.699 -1.540 -0.832
C -0.688 1.735 1.737
H 0.445 0.815 2.963
H 0.911 0.920 -1.335
N -0.301 0.636 2.309
H -0.666 -0.292 2.171
C -0.178 -0.895 -1.601
C 0.970 -0.163 -0.940
H 0.947 -0.140 0.184
H 0.077 -1.622 -2.419
H 1.893 -0.650 -1.128
H -0.984 -0.271 -2.049
F -1.726 1.467 0.940
*
```

Highest occupied orbital energy: -0.3437 Ha
Total energy: -7446.260 eV
Kohn-Sham gap: 10.25 eV
Lowest unoccupied orbital energy: 0.900 eV
ΔE to the lowest compared entry with this formula, charge and spin: 185.8 kJ/mol



Molecular formula: C3H8FN2
Method: DFT, ωB97M-V with the def2-TZVPD basis set

The geometry in ORCA input format:
```
! wB97M-V def2-TZVPD RIJCOSX def2/J DEFGRID3
* xyz 1 1
H -2.236 0.552 0.616
H -0.409 -0.939 -1.045
H -2.660 -0.933 0.422
H -0.023 0.950 1.259
C 1.917 0.141 -0.003
H 3.806 0.658 -0.194
N -0.558 -0.574 -0.102
F 1.926 -1.226 -0.003
C -2.020 -0.324 -0.095
C 0.259 0.608 0.154
H -0.449 -1.165 0.715
N 2.840 0.898 -0.100
H -2.292 0.026 -1.052
H -0.101 1.328 -0.573
*
```

Highest occupied orbital energy: -0.5595 Ha
Total energy: -8929.659 eV
Kohn-Sham gap: 11.45 eV
Lowest unoccupied orbital energy: -3.776 eV
ΔE to the lowest compared entry with this formula, charge and spin: 258.2 kJ/mol
Structure (SMILES): [H]/N=C(\F)C[NH2+]C